No. 1
Below is the molecule C3H6N2S3, with properties calculated with the ωB97M-V functional and the def2-TZVPD basis.

Geometry (Å):
S (2.457, -0.211, 0.502)
C (0.705, -0.413, -0.023)
N (-0.106, -0.855, 1.084)
S (-1.719, -1.093, 0.534)
N (-2.143, 0.532, 0.372)
C (-1.215, 1.355, -0.298)
S (0.035, 2.275, 0.659)
C (0.196, 0.921, -0.524)
H (2.732, -1.517, 0.526)
H (0.710, -1.122, -0.868)
H (0.261, -1.656, 1.579)
H (-2.529, 0.946, 1.212)
H (-1.670, 1.968, -1.075)
H (0.659, 1.218, -1.461)

Atomic forces in eV per Å
-0.38 0.23 -0.07
0.65 -0.21 -0.07
-0.43 -0.29 0.13
0.06 0.39 -0.06
-0.59 -0.87 0.60
0.35 0.62 -0.58
0.05 0.22 0.07
0.12 0.08 -0.11
0.04 -0.16 -0.07
-0.10 0.16 0.16
0.01 0.03 0.04
0.19 -0.10 -0.07
0.19 -0.07 0.01
-0.15 -0.04 0.03

Results
- SMILES: S[C@H]1NSN[C@H]2S[C@@H]12
- Energy relative to the best compared isomer or geometry (same formula, charge and spin): 162.1 kJ/mol


No. 2
Below is the molecule CH3N5O2, with properties calculated with the ωB97M-V functional and the def2-TZVPD basis.

Geometry (Å):
N (0.372, -1.349, -0.891)
N (-0.419, -0.178, -0.854)
O (0.146, 0.696, -2.059)
N (0.002, 1.919, -1.665)
N (-0.387, 2.171, -0.330)
C (-0.453, 0.796, 0.201)
N (-0.117, 0.678, 1.463)
O (-0.346, -0.595, 1.873)
H (1.206, -1.108, -0.220)
H (-0.006, -2.244, -0.294)
H (0.002, -0.786, 2.775)

Atomic forces in eV per Å
1.75 -0.77 4.34
-0.74 -0.10 -0.69
-1.54 -0.33 3.13
-1.31 2.32 4.44
1.77 -4.32 -5.99
2.98 1.07 0.35
-1.59 1.03 -1.56
0.24 -2.62 0.82
-1.32 -0.63 -1.77
-0.05 3.23 -2.11
-0.20 1.13 -0.94

Results
- SMILES: Nn1onn/c1=N/O
- Energy relative to the best compared isomer or geometry (same formula, charge and spin): 408.0 kJ/mol


No. 3
Below is a 9-piece molecular cluster, C37H77N7O16 overall, with properties calculated with the ωB97M-V functional and the def2-TZVPD basis.

Geometry (Å):
C (1.969, -0.355, -4.071)
N (2.405, 0.889, -3.462)
O (2.777, 0.922, -2.273)
O (2.452, 1.877, -4.183)
H (2.737, -1.078, -4.345)
H (1.454, -0.041, -4.978)
H (1.251, -0.868, -3.430)
C (-1.451, -4.152, 2.608)
C (-2.897, -4.590, 2.666)
C (-3.894, -3.416, 2.578)
O (-5.243, -3.804, 2.846)
C (-6.108, -2.827, 2.512)
N (-3.105, -5.681, 1.648)
H (-1.112, -4.282, 1.581)
H (-0.963, -4.986, 3.113)
H (-1.283, -3.142, 2.982)
H (-3.184, -4.969, 3.647)
H (-3.873, -2.935, 1.600)
H (-3.676, -2.682, 3.354)
H (-7.108, -3.203, 2.727)
H (-6.067, -2.611, 1.445)
H (-5.882, -1.912, 3.060)
H (-3.316, -5.291, 0.740)
H (-2.188, -6.094, 1.555)
C (-4.603, 0.368, -1.612)
C (-5.471, 0.788, -0.359)
C (-4.539, 0.676, 0.918)
O (-5.334, 0.784, 2.113)
C (-4.669, 0.853, 3.309)
N (-5.764, 2.234, -0.564)
H (-4.555, -0.712, -1.752)
H (-3.616, 0.787, -1.812)
H (-5.196, 0.636, -2.487)
H (-6.312, 0.114, -0.196)
H (-3.676, 1.341, 0.902)
H (-4.247, -0.373, 0.972)
H (-3.922, 0.059, 3.286)
H (-5.328, 0.672, 4.157)
H (-4.272, 1.856, 3.464)
H (-6.520, 2.205, -1.234)
H (-6.105, 2.741, 0.240)
C (5.989, 0.955, 4.226)
C (5.927, -0.362, 3.417)
C (4.653, -0.704, 2.642)
O (3.601, -1.080, 3.572)
C (2.400, -1.420, 2.913)
N (7.083, -0.147, 2.592)
H (5.067, 0.941, 4.807)
H (6.126, 1.848, 3.617)
H (6.752, 0.945, 5.005)
H (6.283, -1.212, 3.999)
H (4.741, -1.474, 1.875)
H (4.327, 0.182, 2.097)
H (1.887, -0.500, 2.631)
H (1.754, -1.884, 3.659)
H (2.621, -2.104, 2.095)
H (7.310, -1.069, 2.248)
H (7.741, 0.149, 3.300)
C (4.196, 5.133, -3.161)
C (4.368, 4.889, -1.622)
C (3.323, 3.919, -0.930)
O (3.950, 3.680, 0.332)
C (3.860, 2.377, 0.886)
N (5.755, 4.595, -1.334)
H (4.251, 4.197, -3.716)
H (4.739, 5.925, -3.676)
H (3.209, 5.582, -3.272)
H (4.176, 5.860, -1.166)
H (3.515, 2.983, -1.455)
H (2.323, 4.353, -0.925)
H (2.859, 1.999, 0.681)
H (4.201, 2.260, 1.915)
H (4.456, 1.669, 0.309)
H (5.932, 4.824, -0.367)
H (5.734, 3.597, -1.181)
C (-0.890, -0.860, 1.035)
C (-0.454, -0.437, -0.366)
C (-0.659, 1.068, -0.716)
O (-0.306, 1.369, -2.055)
C (-0.616, 2.570, -2.639)
N (0.929, -0.756, -0.467)
H (-1.945, -0.689, 1.251)
H (-0.330, -0.497, 1.896)
H (-0.799, -1.940, 0.914)
H (-1.080, -0.999, -1.059)
H (-0.111, 1.718, -0.034)
H (-1.703, 1.380, -0.742)
H (-1.648, 2.918, -2.596)
H (-0.357, 2.484, -3.695)
H (-0.036, 3.252, -2.017)
H (1.326, -0.226, -1.230)
H (1.287, -0.303, 0.361)
C (1.635, 1.659, 4.825)
C (0.227, 2.328, 4.838)
C (-0.215, 2.528, 3.301)
O (0.695, 3.249, 2.486)
C (0.909, 4.593, 2.909)
N (-0.692, 1.490, 5.618)
H (2.385, 2.131, 4.189)
H (1.649, 0.593, 4.602)
H (2.068, 1.569, 5.821)
H (0.270, 3.270, 5.385)
H (-1.060, 3.189, 3.492)
H (-0.598, 1.599, 2.879)
H (1.268, 5.106, 2.017)
H (1.511, 4.661, 3.815)
H (-0.082, 5.003, 3.105)
H (-0.370, 1.568, 6.572)
H (-1.582, 1.965, 5.649)
C (1.517, -4.952, -3.369)
C (1.345, -4.285, -2.212)
C (1.887, -4.600, -0.927)
O (1.728, -3.880, 0.070)
C (2.556, -5.919, -0.884)
C (2.651, -6.619, -2.041)
C (2.266, -6.132, -3.444)
O (2.520, -6.716, -4.499)
O (3.238, -7.884, -1.911)
O (0.523, -3.181, -2.078)
H (1.014, -4.420, -4.163)
H (2.863, -6.338, 0.063)
H (3.204, -8.294, -1.043)
H (0.704, -2.728, -1.251)
C (-4.102, 0.378, -7.818)
C (-3.184, -0.413, -7.199)
C (-2.755, -0.215, -5.795)
O (-1.965, -0.985, -5.211)
C (-3.381, 0.989, -5.204)
C (-4.463, 1.638, -5.697)
C (-4.874, 1.451, -7.115)
O (-5.815, 2.101, -7.676)
O (-5.107, 2.681, -5.137)
O (-2.710, -1.479, -7.856)
H (-4.193, 0.248, -8.887)
H (-2.983, 1.211, -4.225)
H (-5.889, 2.874, -5.659)
H (-1.892, -1.779, -7.452)

Atomic forces in eV per Å
-1.52 -0.93 -0.78
1.92 1.70 1.64
-0.80 -0.78 -1.88
-0.35 -0.72 0.28
0.49 0.56 0.38
0.10 -0.16 0.04
0.14 0.16 0.25
-0.31 -0.77 -0.13
-1.85 0.24 -0.55
-0.42 -0.59 -0.12
2.20 -2.19 0.13
-1.36 0.90 -0.34
-0.18 0.71 1.11
0.06 0.67 -0.16
0.75 0.63 0.53
0.41 -0.31 0.26
0.47 -0.55 0.10
0.18 0.22 -0.36
0.62 0.28 -0.02
-0.08 0.32 0.15
-0.01 0.26 -0.40
-0.30 0.40 0.11
-0.12 0.26 -0.13
0.00 -0.45 -0.18
-1.66 -0.66 -0.28
3.53 1.53 1.12
-1.76 -1.43 0.27
-1.77 0.92 -2.01
0.78 -0.11 0.53
-0.37 -1.20 -0.67
0.28 -0.24 0.52
-0.01 0.29 0.87
-0.22 0.38 -0.22
-0.15 0.11 -0.22
-0.08 0.24 -0.09
0.83 -0.17 -0.43
0.63 0.16 0.57
-0.33 -0.18 -0.28
0.63 0.01 0.06
-0.23 0.69 -0.20
-0.07 -0.40 0.40
-2.17 -1.12 1.22
0.90 0.52 0.65
-0.97 0.76 0.98
1.20 0.11 -0.32
0.41 0.20 0.72
0.23 -0.35 -1.91
-0.27 0.85 0.06
-0.28 -0.22 -0.16
0.35 -0.26 -0.27
-1.30 -0.17 0.97
0.53 -0.39 0.13
-0.05 0.23 -0.07
-0.08 0.08 -0.65
0.05 -0.27 -0.08
-0.43 0.04 -0.26
0.93 0.05 -0.37
0.89 -0.22 -0.66
-1.46 -0.24 0.85
-0.50 2.19 -0.75
3.57 -0.47 -0.79
-0.52 0.71 1.59
-0.56 -0.43 -1.74
0.00 -1.03 0.45
0.00 0.08 -0.13
1.06 -0.31 0.71
-0.69 -0.58 -0.17
-0.05 0.27 0.08
-1.28 -0.15 -0.47
-0.11 -0.41 0.23
-0.44 -0.07 0.84
-0.36 0.80 0.00
0.61 0.00 -0.26
0.05 0.69 0.22
0.64 -0.78 -0.59
-0.92 -0.53 -0.59
-1.30 2.07 -0.04
-1.30 0.58 -0.23
0.75 -3.44 -0.81
0.42 0.86 0.94
0.66 -0.29 -0.26
-0.08 0.23 -0.17
0.35 0.05 -0.32
0.19 -0.15 0.82
0.12 -0.18 -0.32
0.22 0.09 0.30
-0.50 -0.27 1.10
-0.63 -0.37 0.34
0.48 0.41 0.14
0.16 1.17 -0.93
0.34 -0.02 -0.26
0.90 -0.28 0.23
-0.02 -0.29 0.88
1.91 -1.19 -1.38
-0.46 1.45 2.77
0.11 -1.20 0.23
-1.10 -0.61 -0.59
-0.16 -0.02 -0.67
-0.26 0.24 -0.07
-0.67 0.01 -0.69
0.01 0.68 0.37
0.37 0.55 -0.67
-0.78 0.08 -0.64
0.61 0.00 -0.28
0.58 0.09 0.44
0.30 0.13 -0.27
-0.13 0.38 0.32
0.14 -0.34 0.28
-0.44 0.00 -0.11
-1.62 3.20 0.87
-2.18 2.71 -0.42
1.57 -1.74 3.49
0.17 -0.92 -1.71
-0.90 1.03 -1.15
1.89 -2.54 2.31
1.00 -2.34 -1.16
-0.13 0.60 2.03
-0.76 1.16 -2.31
0.46 -1.51 -2.54
0.21 -0.67 -0.73
0.12 0.10 0.01
-0.21 0.59 0.32
0.51 0.46 1.11
-0.91 1.48 -0.45
1.21 -2.97 -0.41
1.33 -0.82 1.39
-2.17 2.26 -1.87
1.12 -0.97 1.66
-2.00 3.11 -0.86
-2.80 0.23 -2.89
3.81 -2.34 2.61
2.13 -2.41 0.68
-1.00 2.35 0.16
-0.45 0.04 -0.15
-0.12 0.31 0.30
-0.61 0.38 -0.77
0.51 -0.62 0.71

Results
- Charge: +1
- Multiplicity: 2
- Energy: -82785.94424 eV


No. 4
Below is C29H19Cl4N3O3S3Tc as an isolated structure, with properties calculated with the ωB97M-V functional and the def2-TZVPD basis.

Geometry (Å):
Tc (0.525, -0.104, 0.356)
C (-3.541, 1.385, -0.543)
C (-2.209, 0.703, -0.744)
N (-1.487, 0.374, 0.307)
N (-2.158, 0.549, 1.502)
C (-1.546, 0.222, 2.585)
S (0.024, -0.454, 2.737)
S (-2.478, 0.532, 4.078)
C (-2.060, 2.317, 4.277)
C (-3.046, 3.213, 3.587)
C (-2.737, 3.807, 2.367)
C (-3.662, 4.626, 1.731)
C (-4.903, 4.859, 2.305)
C (-5.215, 4.277, 3.527)
C (-4.293, 3.460, 4.161)
C (-1.788, 0.427, -2.099)
C (-2.736, 0.495, -3.141)
C (-2.435, 0.182, -4.444)
C (-1.132, -0.204, -4.780)
C (-0.172, -0.259, -3.805)
C (-0.456, 0.045, -2.449)
O (0.523, -0.028, -1.613)
H (-3.563, 1.862, 0.430)
H (-4.367, 0.669, -0.582)
H (-3.687, 2.136, -1.319)
H (-1.050, 2.441, 3.886)
H (-2.069, 2.485, 5.354)
H (-1.765, 3.635, 1.920)
H (-3.395, 5.091, 0.789)
H (-5.626, 5.492, 1.804)
H (-6.176, 4.471, 3.989)
H (-4.540, 2.998, 5.111)
H (-3.753, 0.780, -2.907)
H (-3.202, 0.232, -5.208)
H (-0.888, -0.469, -5.803)
H (0.849, -0.546, -4.024)
Cl (3.514, -6.318, -0.366)
C (3.235, -4.617, -0.183)
C (4.306, -3.748, -0.070)
Cl (5.930, -4.354, -0.124)
C (4.069, -2.375, 0.103)
Cl (5.398, -1.266, 0.216)
C (2.778, -1.862, 0.183)
O (2.500, -0.607, 0.405)
C (1.657, -2.759, 0.030)
O (0.475, -2.247, 0.088)
C (1.924, -4.122, -0.141)
Cl (0.571, -5.197, -0.292)
N (0.813, 2.894, 1.386)
C (0.782, 1.827, 0.924)
S (0.661, 3.351, -2.295)
C (0.507, 4.855, -1.468)
C (-0.562, 5.716, -1.772)
C (-0.708, 6.918, -1.107)
C (0.209, 7.290, -0.130)
C (1.279, 6.453, 0.168)
C (1.435, 5.248, -0.492)
H (-1.267, 5.414, -2.537)
H (-1.546, 7.563, -1.343)
H (0.087, 8.227, 0.398)
H (1.994, 6.743, 0.927)
H (2.253, 4.588, -0.250)

Atomic forces in eV per Å
0.01 -1.22 0.48
0.08 0.03 0.00
0.02 0.04 0.72
-0.27 -0.05 -0.47
-0.52 0.36 0.32
0.47 -0.23 -0.39
-0.10 0.11 -0.18
0.02 0.15 0.22
-0.20 -0.40 -0.17
0.05 0.06 0.05
0.05 0.05 0.01
0.03 0.01 0.04
-0.02 0.05 -0.08
-0.02 0.00 0.06
0.03 0.03 -0.05
0.43 -0.15 -0.38
0.00 0.00 0.07
-0.10 0.02 -0.19
-0.03 0.02 0.15
0.10 0.01 0.00
-0.35 0.00 -0.03
0.29 0.26 -0.33
-0.06 -0.01 0.00
-0.02 0.01 -0.01
-0.04 -0.05 -0.02
0.02 0.07 0.07
0.08 0.07 -0.01
0.08 -0.07 -0.02
-0.03 -0.04 -0.02
0.02 0.01 0.02
0.00 -0.04 -0.02
0.00 0.00 -0.01
0.03 -0.03 0.01
-0.02 0.00 0.04
0.03 0.03 -0.01
-0.01 -0.02 0.00
0.00 -0.15 -0.03
0.15 0.22 0.02
-0.22 -0.15 -0.02
0.12 0.00 -0.01
-0.17 0.09 -0.01
0.04 0.09 0.06
-0.15 -0.41 -0.05
0.27 0.33 0.11
0.34 0.01 -0.01
-0.28 0.21 0.12
-0.03 0.15 0.01
-0.08 -0.02 -0.01
0.02 0.11 -0.06
-0.03 0.51 0.06
0.07 0.06 0.07
-0.02 -0.09 -0.24
-0.04 0.01 0.09
-0.11 0.06 -0.06
0.01 -0.06 -0.04
0.07 0.10 0.05
0.02 0.04 0.01
-0.02 -0.04 0.04
0.03 0.01 0.01
0.01 0.00 0.01
-0.02 -0.04 0.02
-0.03 -0.09 0.03

Results
- Charge: -2
- Energy relative to the best compared isomer or geometry (same formula, charge and spin): 6.2 kJ/mol
- Multiplicity: 4


No. 5
Below is C10H5AsHfN2O6S3 as an isolated structure, with properties calculated with the ωB97M-V functional and the def2-TZVPD basis.

Geometry (Å):
Hf (0.208, 0.008, 0.621)
S (1.531, -1.786, -0.395)
C (-0.096, -2.381, -0.676)
S (-1.546, -1.494, -0.167)
C (-0.276, -3.572, -1.307)
C (0.856, -4.343, -1.747)
N (1.768, -4.958, -2.083)
C (-1.598, -4.086, -1.550)
N (-2.663, -4.479, -1.732)
O (2.814, -1.126, 3.587)
As (1.924, 0.256, 3.046)
O (1.742, 1.454, 4.110)
O (0.458, -0.520, 2.490)
C (3.019, 0.630, 1.418)
C (4.237, -0.060, 1.420)
C (5.186, 0.181, 0.441)
C (4.964, 1.115, -0.558)
C (3.776, 1.819, -0.591)
C (2.818, 1.578, 0.387)
S (1.272, 2.366, 0.092)
O (1.376, 3.707, -0.332)
O (0.496, 2.038, 1.343)
O (0.633, 1.408, -0.889)
H (2.511, -1.333, 4.479)
H (4.440, -0.780, 2.196)
H (6.117, -0.369, 0.465)
H (5.716, 1.289, -1.316)
H (3.592, 2.547, -1.371)

Atomic forces in eV per Å
-1.46 -2.67 -0.49
0.01 0.18 -0.01
-0.11 -0.18 -0.11
-0.04 0.37 0.08
-0.02 -0.23 -0.15
-0.30 0.05 0.09
-0.02 0.04 -0.01
0.30 0.02 0.01
0.05 0.00 -0.01
0.13 -0.21 0.23
-0.10 0.70 0.14
0.10 -0.30 -0.13
0.59 0.70 0.26
-0.06 0.17 0.11
-0.16 0.14 -0.21
0.13 -0.08 0.01
0.10 -0.01 -0.06
0.05 -0.13 0.15
0.30 0.09 0.21
-0.13 0.40 0.28
0.05 0.07 0.07
0.27 0.36 -0.30
0.30 0.67 -0.39
0.11 -0.14 0.15
0.02 -0.04 0.01
-0.01 0.00 0.00
-0.01 0.01 0.02
-0.08 0.01 0.03

Results
- Energy relative to the best compared isomer or geometry (same formula, charge and spin): 0.0 kJ/mol